A structure of composition C6H10AlClF4NO2 at a distorted geometry, computed with ωB97M-V/def2-TZVPD.

Structure (XYZ):
```
25
C6H10AlClF4NO2, DFT ωB97M-V/def2-TZVPD
C -3.6343 -1.0030 -1.0107
C -2.7226 -1.4387 -1.8846
O -1.8631 -0.5271 -2.4766
C -0.5345 -0.6103 -2.0200
O 0.1018 -1.5430 -2.3453
N -0.0241 0.4215 -1.2423
C -0.2306 0.2897 0.2044
C 0.3375 -0.9867 0.8449
C 0.5894 -0.6869 2.3455
Cl -0.8093 -2.3901 0.8191
H -4.6990 -1.1995 -1.1182
H -3.3159 -0.4458 -0.1283
H -2.6940 -2.5030 -2.1196
H 0.9422 0.6308 -1.4774
H 0.3211 1.1309 0.6619
H -1.2837 0.4728 0.4470
H 1.3070 -1.2722 0.4370
H -0.3565 -0.6778 2.9016
H 1.1746 -1.5103 2.7683
H 1.0924 0.2733 2.4806
F 2.7149 1.7042 1.6625
Al 3.2676 2.7198 0.3831
F 2.4691 4.2339 0.4778
F 2.8896 1.9663 -1.1238
F 4.9605 2.9513 0.5131
```

Computed properties:
Spin multiplicity = 1
Orbital gap = 9.31 eV
HOMO level = -0.2385 Eh
LUMO energy = 2.821 eV
Maximum force = 2.556 eV/Å
Net charge = -1
Electronic energy = -41967.7297 eV

These are the Mulliken partial charges, in e, on atoms 1 to 6: -0.575 -0.047 -0.267 0.358 -0.485 -0.062

***

A cluster of 7 separate species, C44H87Br2NO11P2 in total at a distorted geometry, computed with ωB97M-V/def2-TZVPD.

Structure (XYZ):
```
147
C44H87Br2NO11P2, DFT ωB97M-V/def2-TZVPD
C -6.6119 2.5654 0.2772
C -5.7189 1.6645 -0.5923
P -4.1942 1.1777 0.3124
C -3.7896 2.3752 1.6497
C -4.1358 1.7862 3.0364
C -2.6070 0.9890 -0.7545
C -1.7061 0.2328 0.2499
C -0.2388 0.6261 0.3832
C 0.0454 1.6931 1.4479
C 1.4398 2.3431 1.2841
C 2.5233 1.4012 0.7890
O 2.6166 1.3701 -0.6301
C 3.9139 1.6126 -1.1150
C -2.2421 2.4201 -1.1555
C -0.7854 2.7706 -1.5314
P -0.5281 4.4526 -2.1559
O -1.3899 5.4456 -1.5196
O 1.0326 4.7320 -1.8278
O -0.6047 4.4447 -3.7420
C -3.1485 2.5905 -2.3901
O -3.4925 3.6088 -2.9487
N -3.5842 1.3237 -2.8107
C -2.8623 0.2142 -2.0782
C -1.6457 -0.0237 -3.0156
C -0.3206 -0.6135 -2.4728
C -3.9102 -0.9778 -1.9734
Br -5.5516 -0.7404 -3.0559
C -3.4399 -2.4277 -2.2707
C -2.1693 -2.9038 -1.5839
Br -3.3571 -2.9477 -4.1585
H -7.5483 2.7364 -0.2488
H -6.8398 2.1019 1.2345
H -6.1476 3.5360 0.4276
H -6.2790 0.7538 -0.7737
H -5.6080 2.1543 -1.5568
H -2.7666 2.7353 1.6050
H -4.4071 3.2602 1.5030
H -3.4723 2.1772 3.8024
H -5.1468 2.0991 3.2822
H -4.0890 0.7037 2.9845
H -2.1340 0.2329 1.2508
H -1.7345 -0.8125 -0.0392
H 0.2895 -0.2687 0.7118
H 0.2493 0.9257 -0.5397
H 0.0283 1.2079 2.4234
H -0.6836 2.4994 1.4090
H 1.7539 2.7146 2.2580
H 1.3435 3.1964 0.6142
H 3.4809 1.7397 1.1938
H 2.3753 0.3970 1.1927
H 4.5979 0.7939 -0.8821
H 3.8474 1.6746 -2.2013
H 4.3076 2.5656 -0.7582
H -2.5530 3.2199 -0.4875
H -0.3172 2.0553 -2.2069
H -0.1806 2.7543 -0.6231
H 1.4677 3.8966 -1.6287
H 0.2830 4.4058 -4.1294
H -3.4581 1.3196 -3.8168
H -1.9780 -0.6515 -3.8390
H -1.3799 0.9227 -3.4722
H 0.0612 -1.3433 -3.1864
H 0.4451 0.1546 -2.3999
H -0.4024 -1.1257 -1.5265
H -4.3265 -1.0266 -0.9712
H -4.2365 -3.0573 -1.8898
H -1.3100 -2.8176 -2.2339
H -2.2805 -3.9705 -1.3953
H -2.0084 -2.4341 -0.6200
C 3.7263 1.7233 -5.0863
C 4.1399 3.0447 -5.7311
C 2.8056 3.7662 -5.8464
O 2.0077 3.3077 -4.7454
C 2.6305 2.1757 -4.1333
H 4.5405 1.2098 -4.5773
H 3.3152 1.0486 -5.8397
H 4.8089 3.5926 -5.0640
H 4.6376 2.9281 -6.6917
H 2.2906 3.5079 -6.7765
H 2.9007 4.8505 -5.7918
H 3.0482 2.4894 -3.1685
H 1.8777 1.4062 -3.9519
C 2.0707 -3.7705 2.6636
C 0.9000 -4.2071 3.5437
C -0.0819 -3.0598 3.3461
O 0.1430 -2.5649 2.0233
C 1.3538 -3.1171 1.4943
H 2.7200 -4.5869 2.3527
H 2.6775 -3.0320 3.1901
H 0.4737 -5.1372 3.1612
H 1.1659 -4.3579 4.5895
H 0.1090 -2.2488 4.0597
H -1.1242 -3.3654 3.4431
H 1.0936 -3.8526 0.7272
H 1.9384 -2.3263 1.0239
C -0.7631 0.2242 6.9319
C -1.9684 -0.1173 7.8009
C -2.8807 1.0734 7.5415
O -2.6118 1.5090 6.2069
C -1.4266 0.8712 5.7234
H -0.1521 -0.6397 6.6714
H -0.1262 0.9496 7.4448
H -2.4362 -1.0379 7.4449
H -1.7291 -0.2442 8.8554
H -2.6598 1.8988 8.2269
H -3.9389 0.8258 7.6287
H -1.7189 0.1180 4.9819
H -0.7926 1.6116 5.2323
C 3.6949 -1.1047 7.0414
C 3.9677 -1.8613 8.3375
C 2.5652 -2.2873 8.7468
O 1.8243 -2.4707 7.5354
C 2.5653 -1.9273 6.4389
H 4.5602 -1.0312 6.3844
H 3.3475 -0.0929 7.2629
H 4.5842 -2.7398 8.1348
H 4.4663 -1.2646 9.0993
H 2.0709 -1.5117 9.3415
H 2.5538 -3.2178 9.3146
H 2.9535 -2.7597 5.8437
H 1.8996 -1.3306 5.8117
C -3.0767 0.2980 -7.4540
C -2.9223 -1.1905 -7.7564
C -1.4544 -1.2757 -8.1520
O -0.7780 -0.2563 -7.4103
C -1.7353 0.6205 -6.8108
H -3.9210 0.5291 -6.8059
H -3.1953 0.8604 -8.3828
H -3.1008 -1.7684 -6.8490
H -3.5928 -1.5532 -8.5338
H -1.3182 -1.0783 -9.2210
H -1.0061 -2.2424 -7.9192
H -1.7574 0.4248 -5.7320
H -1.4235 1.6535 -6.9674
C 5.6956 -4.2235 -1.7172
C 6.2448 -3.7196 -0.3849
C 5.0284 -3.0171 0.2028
O 3.8830 -3.7159 -0.2875
C 4.2714 -4.6055 -1.3382
H 6.2571 -5.0559 -2.1378
H 5.6869 -3.4131 -2.4494
H 6.5336 -4.5642 0.2444
H 7.1054 -3.0601 -0.4845
H 4.9704 -1.9749 -0.1322
H 5.0151 -3.0303 1.2942
H 4.2230 -5.6325 -0.9607
H 3.5690 -4.5082 -2.1663
```

Computed properties:
Spin multiplicity = 1
Structure (SMILES) = CCP(CC)[C@]1(CCCCCOC)[C@@H](CP(=O)(O)O)C(=O)N[C@]1(CC)[C@@H](Br)[C@H](C)Br.C1CCOC1.C1CCOC1.C1CCOC1.C1CCOC1.C1CCOC1.C1CCOC1
Orbital gap = 7.54 eV
HOMO level = -0.2698 Eh
LUMO energy = 0.194 eV
Maximum force = 2.870 eV/Å
Net charge = 0
Electronic energy = -229712.9672 eV

These are the Mulliken partial charges, in e, on atoms 1 to 6: -1.548 -0.072 -0.805 -0.380 -1.333 2.203

***

The ion C6H10NO with charge -1 at a distorted geometry, computed with ωB97M-V/def2-TZVPD.

Structure (XYZ):
```
18
C6H10NO, DFT ωB97M-V/def2-TZVPD
C 1.7784 0.7715 -0.1192
C 0.4192 0.9475 0.2543
C 2.4158 -0.1721 -1.0231
C -0.6072 0.0997 0.2522
C -0.3922 -1.3835 0.2432
C -2.0321 0.6119 0.6670
N 2.7124 -0.3631 0.3963
O 3.9536 0.0868 0.6872
H 2.4468 1.7279 0.0273
H 0.1891 1.9983 0.4098
H 1.9056 -0.9902 -1.5183
H 3.3815 0.0537 -1.5291
H -1.3593 -1.8923 0.2405
H 0.0698 -1.6351 1.2141
H 0.3991 -1.8493 -0.4816
H -2.1293 1.7864 0.7664
H -2.4768 0.0675 1.3948
H -2.7497 0.3779 -0.2864
```

Computed properties:
Spin multiplicity = 1
Relative energy (zero: lowest compared OMol25 entry of this formula, charge and spin) = 259.10 kJ/mol
Structure (SMILES) = CC(C)=C[C@@H]1CN1[O-]
Orbital gap (spin up / spin down) = 5.52 / 5.52 eV
HOMO level (spin up / spin down) = -0.0699 / -0.0699 Eh
LUMO energy (spin up / spin down) = 3.622 / 3.622 eV
Maximum force = 6.254 eV/Å
Net charge = -1
Electronic energy = -9917.3565 eV

These are the Mulliken partial charges, in e, on atoms 1 to 6: -0.020 -0.537 -0.470 0.820 -1.178 -1.270

***

A structure of composition C17H34O2P2Ru at a distorted geometry, computed with ωB97M-V/def2-TZVPD.

Structure (XYZ):
```
56
C17H34O2P2Ru, DFT ωB97M-V/def2-TZVPD
P -1.1714 2.2168 1.7408
P -0.1441 1.7119 -3.0566
C -1.5205 2.8371 -0.0480
C -1.2257 2.3117 -1.6373
H -2.0197 4.0161 -0.0619
H -2.5790 2.3612 -0.0916
H -1.6329 1.3032 -1.4634
H -2.0275 2.8575 -2.1651
C 1.3918 2.3055 -3.6882
H 1.6932 1.6253 -4.4963
H 2.1783 2.2711 -2.9244
H 1.3090 3.3071 -4.1166
C -1.0263 0.8099 -4.2866
H -0.8316 1.2427 -5.2904
H -2.1211 0.8804 -4.1348
H -0.7475 -0.2583 -4.2998
C -0.1154 3.1123 2.9482
H -0.0243 2.4699 3.8450
H -0.5367 4.0932 3.2520
H 0.8965 3.2052 2.5079
C -2.8278 2.3942 2.3376
H -3.4871 1.7968 1.7024
H -3.1591 3.4371 2.3202
H -2.9003 1.9944 3.3492
Ru 0.1136 3.8786 -0.2347
C -0.7130 5.0032 -1.8908
C 0.7299 4.9191 -1.7536
C 1.4880 6.1087 -1.2036
C 0.8581 6.7338 0.0618
C 0.1680 5.5520 0.7214
C -1.2204 5.4738 0.8207
C -2.1343 6.1526 -0.1364
C -1.5101 6.2123 -1.5482
C -0.5890 0.5792 2.0000
H -1.1379 4.4440 -2.7231
H 1.3095 4.4035 -2.4991
H 1.5654 6.7389 -2.0937
H 2.4868 5.7420 -0.9097
H 1.6788 7.1497 0.6699
H 0.2264 7.6038 -0.1667
H 0.8108 5.0680 1.4478
H -1.6850 5.0891 1.7176
H -2.5157 7.1372 0.1657
H -3.0455 5.5471 -0.2348
H -2.2958 6.3124 -2.3007
H -0.9467 7.1299 -1.6982
H -1.3441 -0.1130 1.6468
H -0.4356 0.4468 3.0690
H 0.3364 0.4770 1.4501
C 1.3810 -1.3751 -0.6741
O 1.4228 0.0153 -0.1869
C 0.9650 1.0236 -0.8376
O 0.4578 0.5910 -2.0054
H 0.4512 -1.6663 -1.1965
H 1.4937 -1.9955 0.2202
H 2.2420 -1.5516 -1.3319
```

Computed properties:
Spin multiplicity = 5
Relative energy (zero: lowest compared OMol25 entry of this formula, charge and spin) = 660.09 kJ/mol
Orbital gap (spin up / spin down) = 4.80 / 7.49 eV
HOMO level (spin up / spin down) = -0.4036 / -0.5496 Eh
Expectation value of S² = 6.02
LUMO energy (spin up / spin down) = -6.184 / -7.462 eV
Maximum force = 6.344 eV/Å
Net charge = +2
Electronic energy = -43408.2721 eV

These are the Mulliken partial charges, in e, on atoms 1 to 6: 1.476 0.867 -0.463 -1.530 -0.331 0.724